[1]
Entry from the OMol25 dataset: 3 unconnected molecules or ions with the total composition C5H16NO2 in a non-equilibrium geometry (ωB97M-V/def2-TZVPD).

The total energy comes out at -405.03150 Eh. The calculation puts the HOMO energy at -13.06 eV.

```
! RIJCOSX wB97M-V def2-TZVPD def2/J DEFGRID3
* xyz 1 1
C 0.455 -0.721 -0.095
C 0.514 -0.665 -1.613
C 0.192 0.791 -1.940
C -1.088 1.199 -2.047
C 1.477 1.710 -1.782
N -0.725 -0.094 0.629
H 0.443 -1.795 0.177
H 1.288 -0.143 0.432
H -0.007 -1.570 -2.045
H 1.496 -1.063 -2.097
H -1.841 0.466 -2.113
H -1.348 2.224 -1.802
H 1.511 2.167 -2.803
H 1.285 2.383 -0.950
H 2.472 1.342 -1.511
H -1.011 -0.670 1.492
H -0.468 0.903 0.854
H -1.584 -0.135 0.163
H -1.033 -2.836 2.979
H -1.847 -2.839 1.757
O -1.154 -2.442 2.204
H 0.747 -0.056 3.604
H -0.020 1.289 3.541
O 0.247 0.554 2.964
*
```

Atomic partial charges in e from the natural (NBO) method, atoms 1 to 5:
1. C -0.22
2. C -0.50
3. C 0.05
4. C -0.44
5. C -0.68



[2]
Entry from the OMol25 dataset: 3 unconnected molecules or ions with the total composition C5H16NO2 in a non-equilibrium geometry (ωB97M-V/def2-TZVPD).

The total energy comes out at -405.11106 Eh. The calculation puts the HOMO energy at -14.11 eV.

```
! RIJCOSX wB97M-V def2-TZVPD def2/J DEFGRID3
* xyz 1 1
C -0.747 -0.655 -1.129
C -0.331 -1.005 0.291
N 1.088 -0.581 0.575
C 1.169 0.014 1.938
C -0.250 0.163 2.466
C -1.191 -0.328 1.360
H -1.602 -1.268 -1.384
H 0.004 -0.908 -1.873
H -0.939 0.407 -1.195
H -0.401 -2.072 0.485
H 1.330 0.116 -0.153
H 1.746 -1.344 0.431
H 1.751 -0.625 2.608
H 1.757 0.936 1.941
H -0.353 -0.409 3.376
H -0.515 1.148 2.813
H -1.656 0.560 0.935
H -2.063 -0.885 1.675
H 1.957 2.499 -0.291
H 3.148 1.824 -1.098
O 2.474 1.692 -0.425
H -2.160 0.939 -4.886
H -2.347 -0.527 -4.234
O -1.869 0.308 -4.227
*
```

Atomic partial charges in e from the natural (NBO) method, atoms 1 to 5:
1. C -0.63
2. C -0.05
3. N -0.52
4. C -0.24
5. C -0.43



[3]
Entry from the OMol25 dataset: 3 unconnected molecules or ions with the total composition C5H16NO3 in a non-equilibrium geometry (ωB97M-V/def2-TZVPD).

The total energy comes out at -480.55902 Eh. The calculation puts the HOMO energy at -3.34 eV.

```
! RIJCOSX wB97M-V def2-TZVPD def2/J DEFGRID3
* xyz -1 1
C 1.948 -0.302 -0.403
C 1.792 -1.678 0.313
C 0.728 0.637 -0.078
N -0.473 -0.047 -0.468
C -1.642 0.802 -0.680
C -2.349 1.190 0.750
O -1.657 1.058 1.891
H 2.125 -0.516 -1.445
H 2.772 0.196 0.105
H 0.956 -2.204 -0.161
H 1.550 -1.548 1.361
H 2.707 -2.271 0.270
H 0.752 0.968 0.969
H 0.838 1.593 -0.623
H -0.812 -0.754 0.170
H -1.453 1.597 -1.415
H -2.543 0.322 -1.142
H -3.153 0.381 0.736
H -2.911 2.120 0.597
H 1.489 -0.182 -2.871
H 0.052 0.244 -2.754
O 0.775 0.189 -3.381
H -0.878 -1.257 2.921
H -0.489 0.143 2.425
O -0.122 -0.681 2.913
*
```

Atomic partial charges in e from the natural (NBO) method, atoms 1 to 5:
1. C -0.38
2. C -0.63
3. C -0.22
4. N -0.69
5. C -0.27



Gap between HOMO and LUMO: 0.3686, 0.4121, 0.2608 (Eh)